The following is a quantum chemistry calculation of the molecule C4H3NO, from the Open Molecules 2025 dataset.

Results
HOMO-LUMO gap = 11.19 eV
SMILES = C#C[C@H](O)C#N

Cartesian coordinates (Å):
C: 2.23096 0.14709 -0.19574
C: 1.03009 0.08272 -0.12630
C: -0.44084 -0.01543 -0.20924
O: -0.99407 1.21007 -0.62405
C: -1.11202 -0.76157 0.87005
N: -1.69476 -1.59570 1.42093
H: 3.30060 0.16916 -0.26347
H: -0.73100 -0.83320 -0.90212
H: -1.58896 1.59685 0.02994

How positive or negative is each atom? The Löwdin charges in e answer that: atom 1 (C): 0.14, atom 2 (C): -0.06, atom 3 (C): -0.40, atom 4 (O): 0.01, atom 5 (C): -0.16, atom 6 (N): 0.16, atom 7 (H): 0.04, atom 8 (H): 0.16, atom 9 (H): 0.11

The following is a quantum chemistry calculation of the molecule C4H3NO, from the Open Molecules 2025 dataset.

Results
HOMO-LUMO gap = 11.01 eV
SMILES = N#CC#CCO

Cartesian coordinates (Å):
N: 3.72573 -0.19098 -0.37287
C: 2.59933 -0.40656 -0.53449
C: 1.22253 -0.50966 -0.49627
C: 0.07354 -0.39792 -0.14693
C: -1.28830 -0.15053 0.33442
O: -1.86487 0.99098 -0.25100
H: -1.92061 -1.00358 0.07965
H: -1.24469 -0.08197 1.43329
H: -1.30268 1.75022 -0.04580

How positive or negative is each atom? The Löwdin charges in e answer that: atom 1 (N): 0.16, atom 2 (C): -0.24, atom 3 (C): -0.01, atom 4 (C): 0.04, atom 5 (C): -0.26, atom 6 (O): -0.04, atom 7 (H): 0.13, atom 8 (H): 0.13, atom 9 (H): 0.10